Computed, not measured: a 7-piece molecular cluster, C34H59BO16 overall in a non-equilibrium geometry, with the ωB97M-V functional and the def2-TZVPD basis.

The HOMO energy is -0.329 Eh. The total charge is 0. The strongest force on any atom is 5.352 eV/A. Its structure (SMILES) is COCB(COO)OC[C@H](C)CC(C)C.O=C1CCCO1.O=C1CCCO1.O=C1CCCO1.O=C1CCCO1.O=C1CCCO1.O=C1CCCO1. The HOMO-LUMO gap is 9.2 eV. As for the LUMO energy: 0.008 Ha.

Geometry (Å):
C1 -0.456 -1.988 0.487
O1 -0.840 -1.304 -0.758
C2 -2.198 -1.662 -1.196
B1 -2.090 -2.055 -2.818
C3 -2.189 -0.786 -3.905
O2 -3.565 -0.605 -4.437
O3 -3.658 -1.495 -5.410
O4 -1.955 -3.452 -3.274
C4 -0.701 -4.073 -2.793
C5 0.373 -3.996 -4.029
C6 0.148 -5.399 -4.912
C7 1.950 -3.990 -3.583
C8 2.593 -2.508 -3.310
C9 2.180 -1.357 -4.402
C10 2.359 -1.958 -1.750
H1 -1.395 -2.212 1.161
H2 0.215 -1.216 1.100
H3 0.194 -2.950 0.334
H4 -2.635 -2.634 -0.676
H5 -2.965 -0.786 -0.991
H6 -1.489 -0.978 -4.823
H7 -1.871 0.223 -3.365
H8 -4.243 -2.218 -4.995
H9 -0.955 -5.231 -2.647
H10 -0.315 -3.661 -1.768
H11 0.049 -3.124 -4.738
H12 1.054 -5.467 -5.650
H13 0.182 -6.356 -4.200
H14 -0.882 -5.311 -5.487
H15 2.017 -4.581 -2.550
H16 2.587 -4.587 -4.363
H17 3.776 -2.640 -3.402
H18 1.776 -1.828 -5.419
H19 3.015 -0.552 -4.561
H20 1.239 -0.783 -3.944
H21 2.106 -2.820 -0.994
H22 1.605 -1.060 -1.725
H23 3.404 -1.508 -1.389
O5 2.348 -0.388 2.456
C11 1.745 0.672 2.438
O6 0.626 0.934 3.176
C12 0.125 2.223 2.826
C13 1.300 2.959 2.235
C14 2.087 1.852 1.580
H24 -0.691 2.098 2.107
H25 -0.262 2.723 3.719
H26 1.006 3.754 1.545
H27 1.897 3.409 3.037
H28 1.747 1.661 0.558
H29 3.160 2.057 1.600
O7 3.387 1.633 -3.078
C15 3.675 2.200 -4.119
O8 3.860 1.566 -5.314
C16 4.290 2.517 -6.287
C17 3.836 3.854 -5.764
C18 3.920 3.670 -4.270
H30 5.380 2.455 -6.378
H31 3.839 2.283 -7.256
H32 4.436 4.689 -6.136
H33 2.793 4.031 -6.053
H34 4.917 3.907 -3.886
H35 3.156 4.253 -3.750
O9 -0.356 4.641 -3.421
C19 -1.350 4.230 -2.845
O10 -1.349 3.715 -1.580
C20 -2.656 3.234 -1.269
C21 -3.583 3.971 -2.200
C22 -2.729 4.170 -3.427
H36 -2.678 2.152 -1.432
H37 -2.884 3.439 -0.219
H38 -4.513 3.433 -2.397
H39 -3.841 4.947 -1.771
H40 -2.793 3.317 -4.109
H41 -2.980 5.099 -3.944
O11 2.659 -5.028 -0.183
C23 2.705 -5.277 1.010
O12 2.803 -6.535 1.531
C24 2.721 -6.460 2.954
C25 3.113 -5.048 3.302
C26 2.616 -4.265 2.113
H42 1.695 -6.693 3.257
H43 3.398 -7.194 3.401
H44 2.698 -4.708 4.254
H45 4.206 -4.971 3.361
H46 1.573 -3.959 2.234
H47 3.252 -3.401 1.907
O13 -1.576 1.645 4.854
C27 -1.556 0.620 5.515
O14 -2.199 0.460 6.709
C28 -1.870 -0.818 7.251
C29 -1.428 -1.647 6.075
C30 -0.793 -0.623 5.168
H48 -1.074 -0.688 7.992
H49 -2.748 -1.246 7.745
H50 -0.755 -2.463 6.352
H51 -2.303 -2.084 5.579
H52 0.264 -0.471 5.404
H53 -0.922 -0.884 4.116
O15 -5.487 6.954 4.943
C31 -4.753 6.087 5.387
O16 -4.562 4.867 4.804
C32 -3.730 4.071 5.647
C33 -2.981 5.053 6.508
C34 -3.970 6.180 6.661
H54 -4.367 3.402 6.236
H55 -3.055 3.467 5.034
H56 -2.652 4.627 7.460
H57 -2.093 5.413 5.974
H58 -4.644 6.018 7.507
H59 -3.467 7.146 6.746

Computed, not measured: C34H59ClN2O2SiTm as an isolated structure in a non-equilibrium geometry, with the ωB97M-V functional and the def2-TZVPD basis.

The HOMO energy (spin up / spin down) is -0.390 / -0.391 Eh. The total charge is +1. The strongest force on any atom is 1.491 eV/A. The HOMO-LUMO gap (spin up / spin down) is 8.4 / 8.5 eV. As for the LUMO energy (spin up / spin down): -0.080 / -0.079 Ha. As for the spin multiplicity: 3.

Geometry (Å):
O1 -1.242 1.002 0.232
O2 -2.904 -2.276 -0.569
C1 -2.337 1.433 1.146
C2 -2.716 2.867 0.905
H1 -1.937 1.258 2.153
H2 -3.162 0.730 0.981
H3 -1.846 3.530 0.957
H4 -3.426 3.164 1.677
H5 -3.209 3.009 -0.058
C3 -1.363 1.325 -1.196
C4 -2.696 0.877 -1.736
H6 -0.537 0.807 -1.713
H7 -1.200 2.403 -1.290
H8 -2.861 -0.181 -1.515
H9 -2.717 0.990 -2.824
H10 -3.521 1.456 -1.314
C5 -2.352 -3.360 -1.358
C6 -4.342 -2.283 -0.425
C7 -1.904 -2.897 -2.730
H11 -3.082 -4.189 -1.442
H12 -1.480 -3.738 -0.800
H13 -2.723 -2.437 -3.295
H14 -1.537 -3.762 -3.293
H15 -1.080 -2.178 -2.659
C8 -5.112 -2.218 -1.730
H16 -4.563 -1.392 0.177
H17 -4.657 -3.171 0.155
H18 -4.784 -1.378 -2.353
H19 -6.170 -2.068 -1.488
H20 -5.025 -3.153 -2.293
H21 -1.442 -1.331 0.449
N1 2.018 2.590 -0.145
C9 3.358 2.750 -0.117
C10 4.256 1.686 0.011
C11 3.945 0.332 -0.174
C12 3.939 4.128 -0.275
H22 3.390 4.888 0.295
H23 3.963 4.437 -1.332
H24 4.972 4.111 0.092
C13 5.032 -0.635 -0.515
H25 4.820 -1.134 -1.471
H26 5.143 -1.405 0.263
H27 5.974 -0.083 -0.610
N2 2.700 -0.147 -0.011
C14 1.243 3.662 -0.701
C15 0.671 4.612 0.167
C16 0.983 4.601 1.632
C17 -0.140 5.607 -0.375
H28 -0.623 6.307 0.312
C18 -0.281 5.727 -1.761
H29 -0.908 6.517 -2.174
C19 0.403 4.862 -2.619
H30 0.355 4.988 -3.704
C20 1.182 3.829 -2.099
C21 2.010 2.972 -3.003
C22 2.376 -1.524 -0.281
C23 2.392 -2.467 0.775
C24 2.793 -2.048 2.163
C25 1.947 -3.767 0.508
H31 1.934 -4.506 1.314
C26 1.520 -4.117 -0.775
H32 1.160 -5.129 -0.971
C27 1.591 -3.197 -1.822
H33 1.324 -3.492 -2.841
C28 2.047 -1.900 -1.599
C29 2.184 -0.925 -2.729
Tm1 0.916 0.829 0.804
H34 0.227 4.051 2.212
H35 0.989 5.638 2.001
H36 1.972 4.187 1.855
H37 2.042 1.920 -2.688
H38 3.051 3.325 -3.069
H39 1.591 3.013 -4.018
H40 3.187 -2.909 2.720
H41 1.946 -1.655 2.754
H42 3.577 -1.280 2.162
H43 3.115 -0.346 -2.674
H44 1.343 -0.215 -2.791
H45 2.198 -1.469 -3.685
H46 5.306 1.946 0.139
C30 -0.833 -1.576 1.367
Si1 -1.738 -2.845 2.488
H47 0.133 -2.006 1.063
H48 -0.661 -0.671 2.000
C31 -3.358 -2.025 2.981
C32 -0.549 -3.082 3.935
C33 -2.139 -4.558 1.820
H49 -2.371 -5.226 2.671
H50 -1.300 -5.006 1.264
H51 -3.024 -4.550 1.164
H52 -3.164 -1.119 3.572
H53 -3.965 -2.714 3.589
H54 -3.950 -1.744 2.098
H55 -0.082 -2.126 4.218
H56 0.249 -3.799 3.681
H57 -1.097 -3.474 4.806
Cl1 2.579 1.519 2.947
C34 0.891 0.998 3.138
H58 0.872 0.142 3.819
H59 0.299 1.857 3.485

Computed, not measured: a 9-piece molecular cluster, C34H60NO27 overall in a non-equilibrium geometry, with the ωB97M-V functional and the def2-TZVPD basis.

The HOMO energy is -0.132 Eh. The total charge is -1. The strongest force on any atom is 7.866 eV/A. The HOMO-LUMO gap is 5.0 eV. As for the LUMO energy: 0.053 Ha.

Geometry (Å):
C1 0.997 3.506 2.530
C2 -0.553 3.978 2.278
C3 -1.121 4.621 0.843
C4 -2.710 5.051 0.647
C5 -3.746 4.815 1.939
C6 -5.365 5.181 1.789
C7 -6.338 3.914 2.164
N1 -5.695 2.550 2.028
O1 -6.735 4.034 3.606
C8 -7.746 3.874 1.292
O2 -8.450 4.952 0.924
O3 -8.257 2.522 0.896
C9 -3.178 4.212 3.390
C10 -1.593 3.794 3.573
H1 1.255 2.547 1.910
H2 1.693 4.377 2.116
H3 1.195 3.286 3.685
H4 -0.327 4.733 -0.035
H5 -3.145 5.516 -0.363
H6 -5.585 5.496 0.661
H7 -5.625 6.156 2.425
H8 -5.069 2.474 1.196
H9 -5.234 2.231 2.911
H10 -6.276 4.822 4.025
H11 -3.989 4.111 4.248
H12 -1.233 3.355 4.617
C11 4.693 -1.320 3.976
O4 3.841 -0.498 3.180
C12 3.956 -0.704 1.844
O5 4.701 -1.505 1.303
O6 3.097 0.137 1.214
C13 3.109 0.031 -0.208
H13 4.518 -1.072 5.026
H14 4.455 -2.379 3.828
H15 5.745 -1.123 3.746
H16 2.808 -0.974 -0.523
H17 4.098 0.282 -0.606
H18 2.386 0.747 -0.607
C14 -2.087 -1.174 6.236
O7 -1.462 -1.767 5.099
C15 -0.547 -0.974 4.487
O8 -0.237 0.157 4.826
O9 -0.037 -1.658 3.432
C16 0.946 -0.941 2.688
H19 -2.798 -1.895 6.646
H20 -1.345 -0.945 7.008
H21 -2.637 -0.273 5.947
H22 1.809 -0.703 3.318
H23 0.517 -0.031 2.257
H24 1.285 -1.582 1.869
C17 -3.163 -0.649 -0.576
O10 -2.778 -1.388 -1.733
C18 -1.444 -1.386 -1.979
O11 -0.592 -0.822 -1.310
O12 -1.221 -2.121 -3.098
C19 0.151 -2.207 -3.480
H25 -4.249 -0.719 -0.476
H26 -2.706 -1.074 0.324
H27 -2.894 0.407 -0.686
H28 0.740 -2.694 -2.697
H29 0.551 -1.213 -3.706
H30 0.211 -2.816 -4.386
C20 -4.816 -2.618 -3.921
O13 -5.615 -3.790 -3.770
C21 -6.551 -3.706 -2.791
O14 -6.747 -2.743 -2.067
O15 -7.231 -4.880 -2.759
C22 -8.257 -4.936 -1.769
H31 -4.103 -2.796 -4.730
H32 -5.439 -1.759 -4.194
H33 -4.254 -2.413 -3.004
H34 -9.016 -4.170 -1.956
H35 -7.831 -4.824 -0.766
H36 -8.734 -5.917 -1.832
C23 -7.585 -5.366 -5.386
O16 -7.474 -6.124 -6.588
C24 -7.417 -5.374 -7.718
O17 -7.453 -4.155 -7.771
O18 -7.313 -6.216 -8.777
C25 -7.243 -5.561 -10.042
H37 -7.623 -6.067 -4.547
H38 -6.712 -4.719 -5.255
H39 -8.509 -4.778 -5.384
H40 -6.356 -4.921 -10.097
H41 -8.152 -4.980 -10.227
H42 -7.162 -6.329 -10.816
C26 0.722 9.183 5.628
O19 1.618 8.405 6.418
C27 1.880 7.172 5.915
O20 1.424 6.707 4.882
O21 2.739 6.547 6.760
C28 3.106 5.230 6.354
H43 0.584 10.148 6.124
H44 1.142 9.364 4.633
H45 -0.254 8.692 5.553
H46 3.622 5.253 5.389
H47 2.226 4.580 6.309
H48 3.794 4.825 7.102
C29 5.570 -3.416 -0.287
O22 5.955 -4.155 -1.444
C30 7.289 -4.153 -1.690
O23 8.141 -3.589 -1.021
O24 7.512 -4.887 -2.809
C31 8.884 -4.973 -3.191
H49 4.484 -3.485 -0.186
H50 6.027 -3.841 0.613
H51 5.839 -2.360 -0.396
H52 9.473 -5.461 -2.408
H53 9.284 -3.980 -3.417
H54 8.944 -5.583 -4.097
C32 12.317 1.400 -3.795
O25 11.518 0.228 -3.644
C33 10.582 0.311 -2.666
O26 10.386 1.275 -1.941
O27 9.902 -0.862 -2.633
C34 8.876 -0.918 -1.643
H55 13.030 1.221 -4.604
H56 11.694 2.258 -4.068
H57 12.879 1.604 -2.878
H58 8.117 -0.153 -1.830
H59 9.302 -0.807 -0.640
H60 8.399 -1.900 -1.706

Computed, not measured: a 3-piece molecular cluster, C34H60O14P2 overall in a non-equilibrium geometry, with the ωB97M-V functional and the def2-TZVPD basis.

The HOMO energy is -0.368 Eh. The total charge is 0. The strongest force on any atom is 9.297 eV/A. Its structure (SMILES) is C=CC(=O)OCCCCCCC1=CC(=O)C(CCCC)=C(COC(C)=O)C1=O.CCOP(=O)(OCC)OCC.CCOP(=O)(OCC)OCC. The HOMO-LUMO gap is 8.4 eV. As for the LUMO energy: -0.058 Ha.

Geometry (Å):
C1 -4.030 -4.207 4.315
C2 -2.871 -4.994 4.519
C3 -2.263 -5.842 3.328
O1 -3.068 -6.311 2.496
O2 -0.871 -6.063 3.248
C4 -0.464 -5.947 1.852
C5 1.123 -6.107 1.783
C6 1.651 -6.057 0.246
C7 3.234 -6.261 0.317
C8 4.045 -5.793 -0.986
C9 3.157 -5.151 -2.143
C10 2.806 -3.599 -1.885
C11 3.361 -2.831 -0.845
C12 2.899 -1.321 -0.664
O3 3.277 -0.706 0.365
C13 1.952 -0.600 -1.703
C14 1.683 0.966 -1.458
C15 3.076 1.745 -1.583
C16 3.595 2.423 -0.232
C17 2.458 3.197 0.602
C18 1.376 -1.349 -2.752
C19 0.377 -0.697 -3.814
O4 -0.809 -0.202 -3.089
C20 -1.915 -1.068 -3.281
C21 -2.288 -2.274 -2.289
O5 -2.660 -0.850 -4.255
C22 1.745 -2.902 -2.824
O6 1.130 -3.625 -3.653
H1 -4.445 -3.577 5.159
H2 -4.509 -4.237 3.283
H3 -2.403 -5.054 5.558
H4 -0.761 -4.885 1.519
H5 -0.942 -6.723 1.168
H6 1.567 -5.160 2.268
H7 1.534 -6.994 2.358
H8 1.142 -6.952 -0.266
H9 1.310 -5.052 -0.156
H10 3.632 -5.796 1.276
H11 3.404 -7.396 0.414
H12 4.900 -5.124 -0.628
H13 4.560 -6.715 -1.443
H14 2.220 -5.738 -2.394
H15 3.798 -5.146 -3.099
H16 4.121 -3.244 -0.118
H17 0.912 1.379 -2.205
H18 1.188 1.034 -0.436
H19 3.038 2.550 -2.403
H20 3.896 1.014 -1.926
H21 4.154 1.719 0.467
H22 4.357 3.227 -0.546
H23 2.984 3.906 1.327
H24 1.869 2.454 1.241
H25 1.781 3.725 -0.142
H26 -0.023 -1.484 -4.550
H27 0.925 0.140 -4.353
H28 -2.268 -1.920 -1.200
H29 -3.326 -2.692 -2.538
H30 -1.527 -3.128 -2.391
O7 -2.188 1.795 5.356
P1 -1.674 0.883 6.473
O8 -2.396 -0.512 5.954
C23 -1.823 -1.191 4.844
C24 -0.640 -2.024 5.275
O9 -2.811 1.318 7.601
C25 -3.330 2.644 7.629
C26 -4.708 2.679 6.995
O10 -0.953 -0.040 7.723
C27 0.145 0.578 8.408
C28 -0.327 1.615 9.410
H31 -1.541 -0.477 4.064
H32 -2.591 -1.848 4.429
H33 0.188 -1.391 5.607
H34 -0.284 -2.643 4.447
H35 -0.910 -2.670 6.114
H36 -2.647 3.347 7.145
H37 -3.405 2.944 8.678
H38 -4.690 2.298 5.973
H39 -5.102 3.698 6.984
H40 -5.399 2.044 7.555
H41 0.831 1.022 7.680
H42 0.683 -0.216 8.931
H43 -0.715 2.501 8.900
H44 0.496 1.935 10.053
H45 -1.132 1.220 10.033
O11 -0.729 5.767 -8.135
P2 -0.781 5.372 -6.657
O12 -0.329 6.835 -6.032
C29 -1.291 7.881 -6.007
C30 -2.236 7.722 -4.830
O13 0.708 4.639 -6.611
C31 1.209 3.954 -7.754
C32 2.237 4.812 -8.468
O14 -0.974 4.824 -5.045
C33 -1.717 3.608 -4.879
C34 -0.885 2.387 -5.223
H46 -1.845 7.912 -6.951
H47 -0.744 8.822 -5.914
H48 -2.861 6.833 -4.950
H49 -2.892 8.592 -4.739
H50 -1.678 7.600 -3.899
H51 0.400 3.655 -8.425
H52 1.686 3.034 -7.401
H53 1.822 5.780 -8.755
H54 2.606 4.307 -9.364
H55 3.084 5.016 -7.808
H56 -2.626 3.645 -5.487
H57 -2.019 3.559 -3.830
H58 -0.716 2.324 -6.302
H59 -1.392 1.471 -4.912
H60 0.095 2.432 -4.742